Entry 1:
Entry from OMol25: a molecular structure, C28H44As2F6N4O2PRbS5 (ωB97M-V/def2-TZVPD).

Geometry as ORCA input:
```
! wB97M-V def2-TZVPD RIJCOSX def2/J DEFGRID3
* xyz -1 2
H -2.796 1.122 2.636
H -2.509 3.535 0.799
H 0.469 0.918 5.570
H -0.077 -1.468 1.043
H 0.827 3.731 2.084
C 3.978 2.583 3.394
C -0.823 -3.323 -4.438
H 4.047 0.249 0.325
C 1.800 -0.747 -3.650
H -0.874 1.743 4.718
H -3.381 -0.632 -0.531
H 0.075 -3.881 0.191
C 1.891 -0.851 3.672
N -0.970 -2.103 -2.396
H -4.164 1.918 1.839
H 2.129 -2.548 0.552
As 2.871 1.483 2.207
H 2.000 0.278 -1.897
H 5.184 -0.323 3.000
S -9.595 0.484 -3.783
F 1.288 2.592 -0.467
C -3.090 1.713 1.760
C -5.350 0.584 -3.262
O -2.824 0.997 0.573
C -1.349 -0.833 -4.414
C 4.212 1.209 0.812
C -0.604 -3.193 -1.731
C -7.978 0.251 -3.541
H 1.920 -2.643 -1.909
H -4.670 0.057 0.470
H 3.431 2.800 4.311
H -0.499 4.493 3.009
H 4.200 3.522 2.885
Rb -0.520 1.008 -0.934
H -2.375 -0.567 -4.151
H -0.937 -2.312 3.796
H 5.394 -2.428 4.262
C 2.194 -1.707 -1.416
C -0.229 3.988 2.072
C 4.294 -0.802 3.393
S -4.483 -2.022 -2.716
H -0.898 -3.324 -5.519
H -2.729 3.650 2.556
C -0.362 -4.408 -2.359
F 2.198 4.663 -0.741
C -0.497 -4.472 -3.737
C 2.027 -2.036 4.396
H 1.981 -0.788 0.509
C 3.045 -0.224 3.172
N 0.196 -1.749 0.111
H 2.833 -0.582 -3.986
F -0.060 4.338 -1.043
H -0.320 -5.403 -4.263
H 1.287 1.238 -4.310
C 0.893 0.226 -4.420
F 1.299 4.786 -2.845
H 3.361 -3.527 5.169
F 0.356 2.714 -2.565
H 1.153 -2.541 4.786
C -2.340 3.015 1.749
S -3.912 1.436 -3.199
H -0.410 4.657 1.229
H 3.293 -1.705 -1.363
H -2.056 -0.980 4.096
N 1.641 -0.619 -2.207
As 0.119 -0.065 3.249
C -5.583 -0.812 -3.054
N -0.485 0.245 -3.939
H -0.915 1.134 -4.156
C 4.417 -1.988 4.104
C -1.043 -2.147 -3.729
H -1.297 -0.972 -5.503
H -1.450 -2.985 0.204
H 0.958 -0.036 -5.486
H -3.374 -0.897 1.242
H 4.910 2.071 3.638
H 4.087 2.003 0.076
H 5.224 1.239 1.218
F 2.600 2.989 -2.273
P 1.293 3.716 -1.668
H -0.065 -5.275 -1.781
H -0.789 -1.347 5.287
C -1.026 -1.314 4.223
C -0.446 -3.010 -0.229
H 0.794 2.142 4.309
H 1.550 -1.778 -3.913
C 0.132 1.335 4.622
O -0.956 2.776 1.937
C 3.279 -2.602 4.611
S -6.804 1.499 -3.615
C 1.659 -1.710 0.018
C -3.604 -0.183 0.438
S -7.271 -1.270 -3.185
*
```

Calculated total energy (a.u.): -8890.282868
ΔE to the lowest compared entry with this formula, charge and spin (kcal/mol): 23.9
HOMO energy (alpha / beta) (eV): -4.2 / -5.3
Orbital gap (alpha / beta) (eV): 5.96 / 6.61

***

Entry 2:
Entry from OMol25: a molecular structure, C28H44BrN3P2PdS (ωB97M-V/def2-TZVPD).

Geometry as ORCA input:
```
! wB97M-V def2-TZVPD RIJCOSX def2/J DEFGRID3
* xyz 2 3
H 5.836 0.068 -0.488
C -2.396 2.535 -0.890
C -0.735 -0.805 4.214
H -3.212 -1.493 -6.556
C 3.037 -3.578 -1.127
C 0.767 -0.498 4.298
H 0.974 0.398 4.908
H 0.705 -2.474 -4.197
C -0.999 4.507 -7.890
H 2.020 0.062 2.603
H 0.685 3.012 -2.287
H -1.317 -0.071 4.802
H 3.309 0.305 0.031
C -2.975 -2.180 -1.753
Br -3.066 1.129 0.134
C -1.124 5.771 -8.485
C 2.239 -2.338 -0.733
C -3.202 2.897 -2.014
C -0.585 3.164 -5.891
H -1.384 5.851 -9.545
C -1.171 2.651 -3.348
H 1.160 -2.561 -0.684
H 3.355 0.732 -4.041
H -0.509 7.821 -5.995
H 5.454 -1.172 -1.674
H 5.039 -1.428 0.032
H -1.559 -4.005 -4.654
H 0.203 -2.707 -2.528
C -0.683 4.434 -6.515
H 4.308 -1.973 -2.969
P 2.419 -0.848 -1.868
H -0.262 5.682 -4.738
H -0.890 -1.804 -1.316
C -0.167 -2.675 -3.557
P -1.126 -1.093 -3.624
H -0.503 2.802 0.005
C -0.641 6.862 -6.508
C -0.619 2.524 -4.775
H 1.337 -1.346 4.703
H -3.607 -2.784 -5.456
C -1.703 -1.319 -1.881
C 3.473 -1.354 -3.316
H -1.929 -2.461 -5.904
C 3.745 0.043 -0.942
H -2.726 0.065 -4.912
C -2.883 -1.995 -5.651
H -0.966 -1.820 4.580
H -3.572 -1.034 -3.814
N -1.014 -0.676 2.777
H -1.277 -4.487 -2.955
H 4.114 -3.368 -1.197
H 4.073 -0.437 -5.189
H 2.894 -4.354 -0.360
C -0.822 -4.029 -3.844
H 2.698 -3.988 -2.091
Pd -0.312 0.672 -4.502
C -2.584 2.794 -3.255
S 0.264 0.160 0.427
H 5.024 0.154 -3.817
H -3.866 -1.697 -2.183
H -1.166 3.611 -8.477
C -0.390 2.876 -2.176
H 2.840 -1.968 -3.964
N -0.934 6.900 -7.809
C -1.023 2.817 -0.929
H -1.785 -0.289 -1.480
C 4.006 -0.157 -4.122
H -0.027 -4.729 -4.147
H 2.507 -1.993 0.278
H -4.277 3.011 -1.911
N 1.124 -0.274 2.912
C -2.736 -0.986 -4.522
C 5.082 -0.679 -0.768
H 3.871 0.976 -1.508
H -1.955 -0.727 2.403
H -2.840 -3.176 -2.214
C 0.081 -0.306 2.048
C -0.500 5.660 -5.803
H -3.160 2.754 -4.189
H -3.186 -2.344 -0.686
*
```

Calculated total energy (a.u.): -5039.608146
HOMO energy (alpha / beta) (eV): -13.2 / -13.3
Orbital gap (alpha / beta) (eV): 7.13 / 4.28

***

Entry 3:
Entry from OMol25: 11 unconnected molecules or ions with the total composition C28H44Cl10O18 (ωB97M-V/def2-TZVPD).

Geometry as ORCA input:
```
! wB97M-V def2-TZVPD RIJCOSX def2/J DEFGRID3
* xyz 0 1
C -4.823 2.893 -5.743
Cl 1.764 -8.678 -6.992
C -10.547 0.269 7.550
Cl 0.421 -2.039 2.516
H 9.202 -3.126 -1.126
C -4.989 -6.835 1.288
C 3.004 6.072 6.102
H -4.743 3.865 -5.256
O -4.423 7.169 0.564
H 7.131 -3.491 -2.134
H -3.786 -8.738 0.924
H -0.549 -2.037 0.481
H 4.222 6.577 -3.145
C 3.290 6.464 4.725
C -1.476 -0.380 1.604
H 3.116 5.018 6.359
O 3.912 7.688 4.893
O -3.328 9.182 0.751
C 0.440 -7.512 -6.967
C 8.519 -3.687 -0.489
H 6.413 -6.188 6.512
C -4.121 -8.100 1.741
C 5.521 -7.079 4.829
C 7.222 -2.304 0.675
O 7.818 -0.558 -8.018
C -0.149 -7.056 -5.651
Cl 2.745 8.586 -4.653
C -3.226 1.381 -5.467
O 6.595 -2.489 -0.451
H 3.338 7.476 -1.880
O -4.233 1.943 -4.893
H 4.234 -2.047 -7.161
C -6.282 7.868 1.510
H 0.502 -0.692 0.572
H -8.691 -0.813 5.623
O -9.458 0.596 6.985
C -9.225 -1.645 7.671
H -0.799 -6.187 -5.762
H 8.919 -4.701 -0.488
O 6.351 -0.100 -6.377
H 4.663 -7.739 4.704
H 4.562 -0.510 -5.303
H -6.841 7.695 2.430
O 8.167 -3.217 0.842
O -5.085 8.597 1.911
H -4.416 -5.979 0.932
H -4.672 -8.730 2.439
H -3.411 3.819 -7.061
C -8.675 -0.557 6.682
H 1.364 7.929 -3.127
H 4.639 -5.708 6.338
H -9.448 -2.621 7.240
O 6.920 -1.545 1.616
H 3.877 5.673 4.258
H -5.844 2.589 -5.975
H -7.625 -0.388 6.923
H 0.646 -6.672 -7.631
C 5.405 -6.473 6.213
C -0.267 -1.216 1.140
Cl 2.649 5.403 -2.041
C -4.193 8.386 0.967
H 3.779 -0.457 -7.971
H 2.306 6.509 4.258
Cl -1.046 1.172 2.198
C 4.532 -1.035 -7.434
H -4.588 2.777 -7.819
C 4.966 -0.127 -6.240
O 5.681 -1.092 -8.224
C 4.492 7.718 6.160
H -0.597 -7.949 -5.217
C 2.098 7.352 -3.690
O -10.480 -1.014 7.924
O 4.007 6.638 6.870
Cl 7.224 -7.715 4.683
Cl 1.244 -6.452 -4.752
H -2.243 -0.343 0.830
H -6.267 6.187 0.322
H 4.517 0.826 -6.518
H -6.890 8.415 0.790
H -2.069 -0.738 2.445
C 7.079 -3.667 -1.060
H 2.049 6.526 6.365
Cl 5.023 -7.630 7.447
O -3.124 1.728 -6.801
Cl -2.756 -7.552 2.618
H 6.361 -4.468 -0.879
H -0.384 -7.923 -7.552
H -8.724 -1.751 8.633
C -3.935 2.870 -6.951
H -5.723 -6.970 0.493
C -5.588 6.572 1.083
C 6.683 -0.499 -7.570
O 5.317 8.517 6.621
H 5.434 -6.259 4.117
H 1.588 6.664 -4.363
O -2.522 0.457 -5.057
C 3.238 6.838 -2.757
O -11.517 0.987 7.818
Cl -6.087 -6.285 2.590
H -5.326 5.869 1.874
*
```

Calculated total energy (a.u.): -7049.406890
ΔE to the lowest compared entry with this formula, charge and spin (kcal/mol): 86.4
SMILES: O=C1OCCO1.O=C1OCCO1.O=C1OCCO1.O=C1OCCO1.O=C1OCCO1.O=C1OCCO1.ClCCCl.ClCCCl.ClCCCl.ClCCCl.ClCCCl
HOMO energy (eV): -10.6
Orbital gap (eV): 10.44

***

Entry 4:
Entry from OMol25: a molecular structure, C28H44Cl3CrN4O3SeSi (ωB97M-V/def2-TZVPD).

Geometry as ORCA input:
```
! wB97M-V def2-TZVPD RIJCOSX def2/J DEFGRID3
* xyz 0 4
C -3.194 0.935 -3.040
C 2.175 2.568 -2.052
N -1.725 -0.088 4.347
H -1.680 -6.025 0.631
H -1.609 -1.627 -3.110
H -1.459 2.444 1.938
Cl 2.330 -1.453 0.529
C 1.141 0.015 -3.981
H 1.278 0.639 -6.794
C 1.150 -6.389 -1.302
H 1.102 -7.237 -0.601
H 1.961 1.679 0.869
C 0.317 0.527 -6.257
H -1.059 4.165 2.233
H -4.022 0.542 -3.639
H 2.423 3.871 1.504
H 1.153 4.772 2.408
H 1.760 1.676 6.310
C 1.377 4.205 1.493
C -2.637 -1.431 -2.766
H 0.674 -6.724 -2.229
Se -0.481 -1.946 2.575
H -1.062 1.625 -2.110
Si 0.220 -4.815 -0.553
O 0.070 0.879 0.925
C -0.387 3.702 -2.031
C -2.311 0.207 -0.904
H 0.179 1.844 -4.486
H 1.442 -5.556 1.461
H -2.941 -2.229 -2.084
C 1.525 -4.692 0.789
H 1.216 4.873 0.633
H 0.406 2.509 8.317
H -1.042 -7.089 -0.626
H -0.048 -0.505 -6.395
H -2.048 2.279 8.353
C 1.048 1.752 -2.137
H 2.221 0.090 3.109
H -0.417 1.197 -6.715
N 0.448 0.172 4.265
H -3.310 -1.403 -3.636
H -3.524 1.790 -2.446
Cl -1.362 -3.311 -0.019
C 2.020 3.953 -2.065
C 1.827 -1.221 -4.431
H 1.526 -3.772 1.385
H 3.154 2.090 -2.037
C -0.011 0.872 5.394
H 2.258 0.002 -2.207
Cl 0.977 -3.219 -1.840
H 1.916 -1.329 4.131
C -0.594 -0.507 3.695
H -2.643 -0.492 4.188
C 0.472 0.837 -4.803
C -1.288 -6.043 -0.400
H -2.383 1.290 -0.675
H 2.506 -4.739 0.293
C -1.391 0.721 5.429
C 1.838 -0.234 4.082
H -1.372 3.606 0.573
H 2.921 -1.096 -4.435
H 1.593 -2.008 -3.710
H -2.104 -5.747 -1.085
H -3.259 1.163 6.382
C -0.940 3.325 1.546
O 0.331 -0.584 -1.842
C 0.747 4.516 -2.078
H -1.402 4.115 -1.998
H 2.210 -6.187 -1.518
C 0.681 1.539 6.402
H 1.475 -1.564 -5.406
O -1.899 -0.615 -0.054
N 0.487 3.050 1.433
H 0.619 5.592 -2.139
H 2.403 0.228 4.888
C -0.215 2.313 -2.075
N -2.735 -0.112 -2.146
C 1.218 0.246 -2.472
C 0.882 1.821 1.052
H 2.905 4.586 -2.101
C -2.176 1.242 6.451
Cr 0.117 -1.215 0.158
C -0.088 2.012 7.476
H -2.388 1.258 -3.717
C -1.491 1.867 7.502
*
```

Calculated total energy (a.u.): -6654.146416
ΔE to the lowest compared entry with this formula, charge and spin (kcal/mol): 70.7
HOMO energy (alpha / beta) (eV): -7.0 / -7.0
Orbital gap (alpha / beta) (eV): 6.27 / 6.92

***

Entry 5:
Entry from OMol25: a molecular structure, C28H44I2N2O2S2SbSi3W (ωB97M-V/def2-TZVPD).

Geometry as ORCA input:
```
! wB97M-V def2-TZVPD RIJCOSX def2/J DEFGRID3
* xyz 2 2
C -2.777 3.692 3.322
H 0.127 4.603 -1.159
C -1.521 -2.834 -0.636
H 0.780 -2.088 4.654
H -4.867 0.021 -1.588
H -5.268 2.640 0.117
H 7.842 3.588 -2.270
C 0.401 -1.417 3.876
H -3.497 -1.963 4.883
H -5.984 0.557 2.432
C -0.941 1.929 5.013
H 1.000 -1.574 2.977
C -1.073 -4.109 -0.669
C 3.693 0.592 -2.285
C 8.218 2.682 -1.790
H 0.566 -0.394 4.211
W -0.838 0.214 -1.208
C -2.430 -1.876 5.087
H -0.799 -3.466 1.813
H -3.152 -0.205 -1.502
H -5.723 -1.106 1.909
N -0.529 -1.873 -0.672
H -3.761 2.940 0.980
H -2.551 -2.527 -0.575
C 1.162 0.351 -1.518
H -6.634 0.014 0.885
H 5.495 2.039 -4.779
Si -1.389 -1.823 3.547
C -3.994 1.409 4.918
I -0.199 2.409 0.470
H 1.358 3.333 -1.570
C -5.782 -0.073 1.564
C 1.138 -2.960 -5.265
H -3.725 3.788 2.795
H -3.723 2.441 -0.705
C 8.918 1.861 -2.837
H 0.927 0.220 -4.090
N -0.404 -1.308 -3.759
C 6.309 0.767 -3.260
O -1.212 -0.474 -3.047
H 1.752 -3.618 -5.865
H 7.379 2.164 -1.333
C 5.276 1.443 -3.903
C 0.718 -0.816 -4.301
Si -4.226 0.474 0.704
I -0.976 2.708 -2.731
H -1.041 2.660 5.820
H -2.266 -1.020 5.743
C 4.737 -0.077 -1.638
H 6.830 -0.532 -1.638
C 0.336 3.546 -1.278
S 7.946 0.795 -3.945
H -1.974 4.053 2.679
H -0.779 0.956 5.476
H -4.102 2.051 5.796
C -0.816 -2.571 -3.952
Si -2.489 1.972 3.976
H -4.901 1.516 4.322
H 1.573 -1.856 -0.749
H -1.759 -2.827 -3.494
C -4.082 -0.405 -0.954
C 0.664 -2.439 -0.700
C 2.337 0.475 -1.833
S 0.637 -4.125 -0.700
C 3.980 1.358 -3.419
H -0.052 2.193 4.436
H 3.181 1.895 -3.917
H -2.468 -3.739 2.346
H -2.123 -2.773 5.634
H 2.422 -1.240 -5.493
H -3.932 0.378 5.263
C -4.239 2.294 0.247
C -0.048 -3.425 -4.707
H -1.650 -5.018 -0.633
C -1.465 -3.463 2.674
H -4.249 -1.481 -0.931
C 6.027 0.004 -2.127
H -0.387 -4.439 -4.863
H -1.114 -4.228 3.371
C 1.517 -1.643 -5.063
Sb -2.071 0.228 2.069
H -2.826 4.359 4.188
H 4.526 -0.667 -0.756
H 8.950 2.963 -1.036
O 10.090 1.898 -3.053
*
```

Calculated total energy (a.u.): -3920.322847
HOMO energy (alpha / beta) (eV): -12.3 / -12.3
Orbital gap (alpha / beta) (eV): 6.30 / 6.46

***

> The highest calculated total energy belongs to which entry?

C28H44I2N2O2S2SbSi3W